[1]
Molecular formula: C4H32N2O14
Method: DFT, the ωB97M-V functional and the def2-TZVPD basis

The geometry in XYZ format:
```
52
C4H32N2O14 | the Open Molecules 2025 dataset | the ωB97M-V functional and the def2-TZVPD basis
O -0.662 -2.996 4.210
H 2.171 -1.918 0.574
H -1.419 -2.469 4.512
H 0.019 -2.277 -0.966
H -1.180 3.332 -0.695
O 1.357 -4.153 -0.027
N 0.663 0.798 -0.674
H -2.352 0.173 -2.943
H -3.536 -0.353 -1.746
O 0.179 -0.930 2.132
O 0.807 5.355 -0.962
H -2.279 3.309 1.679
H 1.592 -2.809 3.806
H 1.229 -2.677 2.331
H 2.298 1.810 -3.415
H 0.200 1.952 2.740
H 1.418 0.172 -0.957
H 0.733 1.302 0.222
O 1.971 2.328 -4.153
H -1.787 -1.086 -0.251
O 1.959 -2.896 2.919
O 2.797 -1.883 -0.151
C -0.687 0.564 -0.749
O -1.312 4.061 -0.071
H 0.809 -0.212 1.965
H 0.906 -5.007 0.080
O -3.470 0.195 2.155
H 4.110 0.420 -1.563
H 1.102 1.997 -4.408
H 3.698 -2.053 0.155
H 0.681 -2.924 -2.883
N -0.541 -1.773 -1.673
H -0.765 -3.359 3.334
H -2.705 -1.545 -2.800
H -1.310 4.772 -0.732
C -1.438 -0.740 -1.227
H 2.166 -4.353 0.470
H -3.728 0.989 2.650
O -0.217 -1.408 -3.909
H -3.576 0.514 1.251
H 3.568 -1.024 -1.897
H 0.705 4.420 -1.220
H -0.676 -0.523 2.317
O -2.215 2.656 2.396
H -2.051 1.827 1.934
H 1.141 4.953 -0.123
O 3.342 -0.099 -1.811
O 0.516 2.169 1.851
O -1.387 1.338 -0.137
C -0.029 -2.065 -2.909
C -2.586 -0.606 -2.213
H -0.230 2.733 1.582
```

Its HOMO-LUMO gap (spin up / spin down) is 0.3747 / 0.1674 Ha. Its HOMO energy (spin up / spin down) is -13.61 / -13.61 eV. Its total energy is -36303.450 eV. Its spin multiplicity is 2. Its expectation value of S² is 0.77. The value obtained for the energy relative to the best compared isomer or geometry (same formula, charge and spin) is 118.30 kJ/mol. Its charge is +1.

[2]
Molecular formula: C12H33As2F12KN3O3
Method: DFT, the ωB97M-V functional and the def2-TZVPD basis

The geometry in XYZ format:
```
66
C12H33As2F12KN3O3 | the Open Molecules 2025 dataset | the ωB97M-V functional and the def2-TZVPD basis
F 4.186 0.288 -1.850
C -1.231 0.275 2.564
H -0.423 -0.287 -3.399
H -3.442 2.396 3.758
H -2.524 3.788 -2.461
F 5.975 1.841 -2.512
F 1.976 0.153 2.261
H -0.735 0.919 1.823
C 1.317 -2.873 -2.302
H -1.345 -2.283 3.816
H 0.367 -1.905 2.218
As 2.990 -0.748 3.373
C -2.365 3.853 -1.381
N -0.263 -1.649 1.459
O -2.519 0.883 2.789
H -2.540 -2.905 2.680
C -4.360 1.243 -0.338
C -1.721 2.565 -0.866
H -1.560 -2.400 -4.206
H 3.657 -2.733 -1.029
F 2.218 -2.244 2.881
O 1.606 -2.427 -1.000
H -5.423 1.080 -0.513
F 5.397 1.608 -0.166
As 4.531 1.971 -1.591
H -4.244 2.167 0.239
H -1.702 4.695 -1.179
H -1.976 0.450 -0.931
F 3.735 0.715 3.881
H 1.141 -0.550 -3.636
H -2.054 1.742 4.615
C 0.098 -2.146 -2.800
H -3.328 4.073 -0.919
C -0.549 -2.767 -4.046
K 1.038 0.075 -0.311
F 1.740 -0.559 4.568
C 2.772 -3.066 -0.484
H -0.687 -2.191 -2.033
H -1.870 2.508 0.217
H 2.180 -2.727 -2.969
C -2.119 -1.991 3.102
H -1.816 2.796 3.155
F 3.041 2.066 -0.695
N -0.265 2.515 -1.091
H -0.032 2.852 -2.022
F 3.956 -1.659 4.477
C -2.426 2.017 3.624
O -3.724 1.315 -1.591
H -3.985 0.418 0.277
H -1.922 1.232 -2.521
C -1.508 -1.110 2.009
H 0.215 3.180 -0.490
H 0.082 -2.593 -4.922
N 0.394 -0.706 -2.962
F 4.136 -0.981 2.116
H -0.615 -3.855 -3.932
H 2.868 -2.787 0.564
C -2.318 1.325 -1.508
H -0.653 0.256 3.491
H -0.423 -2.565 1.040
H 1.122 -3.956 -2.278
H 2.663 -4.156 -0.524
F 4.769 3.662 -1.342
H -2.892 -1.428 3.630
F 3.646 2.335 -3.041
H -2.256 -1.009 1.218
```

Its HOMO-LUMO gap is 0.3443 Ha. Its HOMO energy is -7.61 eV. Its total energy is -194215.930 eV. Its spin multiplicity is 1. Its charge is -1.

The highest spin multiplicity belongs to which entry?
C4H32N2O14

What did the second record say?
Molecular formula: C12H33As2F12KN3O3
Method: DFT, the ωB97M-V functional and the def2-TZVPD basis

The geometry in XYZ format:
```
66
C12H33As2F12KN3O3 | the Open Molecules 2025 dataset | the ωB97M-V functional and the def2-TZVPD basis
F 4.186 0.288 -1.850
C -1.231 0.275 2.564
H -0.423 -0.287 -3.399
H -3.442 2.396 3.758
H -2.524 3.788 -2.461
F 5.975 1.841 -2.512
F 1.976 0.153 2.261
H -0.735 0.919 1.823
C 1.317 -2.873 -2.302
H -1.345 -2.283 3.816
H 0.367 -1.905 2.218
As 2.990 -0.748 3.373
C -2.365 3.853 -1.381
N -0.263 -1.649 1.459
O -2.519 0.883 2.789
H -2.540 -2.905 2.680
C -4.360 1.243 -0.338
C -1.721 2.565 -0.866
H -1.560 -2.400 -4.206
H 3.657 -2.733 -1.029
F 2.218 -2.244 2.881
O 1.606 -2.427 -1.000
H -5.423 1.080 -0.513
F 5.397 1.608 -0.166
As 4.531 1.971 -1.591
H -4.244 2.167 0.239
H -1.702 4.695 -1.179
H -1.976 0.450 -0.931
F 3.735 0.715 3.881
H 1.141 -0.550 -3.636
H -2.054 1.742 4.615
C 0.098 -2.146 -2.800
H -3.328 4.073 -0.919
C -0.549 -2.767 -4.046
K 1.038 0.075 -0.311
F 1.740 -0.559 4.568
C 2.772 -3.066 -0.484
H -0.687 -2.191 -2.033
H -1.870 2.508 0.217
H 2.180 -2.727 -2.969
C -2.119 -1.991 3.102
H -1.816 2.796 3.155
F 3.041 2.066 -0.695
N -0.265 2.515 -1.091
H -0.032 2.852 -2.022
F 3.956 -1.659 4.477
C -2.426 2.017 3.624
O -3.724 1.315 -1.591
H -3.985 0.418 0.277
H -1.922 1.232 -2.521
C -1.508 -1.110 2.009
H 0.215 3.180 -0.490
H 0.082 -2.593 -4.922
N 0.394 -0.706 -2.962
F 4.136 -0.981 2.116
H -0.615 -3.855 -3.932
H 2.868 -2.787 0.564
C -2.318 1.325 -1.508
H -0.653 0.256 3.491
H -0.423 -2.565 1.040
H 1.122 -3.956 -2.278
H 2.663 -4.156 -0.524
F 4.769 3.662 -1.342
H -2.892 -1.428 3.630
F 3.646 2.335 -3.041
H -2.256 -1.009 1.218
```

Its HOMO-LUMO gap is 0.3443 Ha. Its HOMO energy is -7.61 eV. Its total energy is -194215.930 eV. Its spin multiplicity is 1. Its charge is -1.